3 unconnected molecules or ions with the total composition C19H32F9O8PS at a distorted geometry, computed with ωB97M-V with the def2-TZVPD basis set.

Properties
* ΔE to the lowest compared entry with this formula, charge and spin: 0.00 kcal/mol
* SMILES: CCO[C@]1(P(O)O)OC(=O)O[C@H]1CCCCC(F)(F)C(F)(F)S(F)(F)(F)(F)F.C1CCOC1.C1CCOC1
* total energy: -81180.0363 eV
* E_LUMO: 0.26 eV
* max |F|: 4.28 eV Å⁻¹
* HOMO energy: -8.1 eV
* gap between HOMO and LUMO: 8.39 eV

Geometry (Å):
C  4.74152  -1.44223  1.63228
C  6.11724  -1.62069  0.98717
O  6.56256  -0.56774  0.13515
C  5.84793  -0.39017  -1.04958
P  5.06744  -1.81284  -2.03740
O  4.16613  -2.84580  -1.09648
O  6.17849  -2.60442  -2.97380
O  6.88213  0.04020  -1.99286
C  6.13409  0.60177  -3.02629
O  6.43111  0.61711  -4.13381
O  4.94196  1.13247  -2.55311
C  5.04324  0.93630  -1.14010
C  3.84105  1.17009  -0.24223
C  3.21938  2.55830  -0.61436
C  1.92641  2.44803  -1.45287
C  0.79408  1.87541  -0.57212
C  -0.50892  1.59033  -1.31771
F  -1.56768  1.55327  -0.50786
F  -0.72797  2.69846  -2.09307
C  -0.50309  0.41339  -2.33574
F  -1.73387  0.33085  -2.82638
F  0.26175  0.67648  -3.37158
S  -0.01900  -1.28858  -1.68724
F  -1.51880  -1.81489  -1.86794
F  0.24190  -1.77004  -3.20014
F  1.51994  -0.90350  -1.60271
F  -0.30544  -0.91087  -0.17879
F  0.37155  -2.74949  -1.20526
H  4.54386  -2.37228  2.19336
H  4.71880  -0.64737  2.38928
H  3.91435  -1.35369  0.92100
H  6.84234  -1.65959  1.81359
H  6.22890  -2.59358  0.47797
H  4.16132  -3.70964  -1.54461
H  5.95418  -2.32687  -3.87423
H  5.82300  1.65545  -0.82588
H  3.10211  0.36242  -0.23964
H  4.23114  1.27284  0.77841
H  3.98646  3.17693  -1.10029
H  2.98341  3.07974  0.32959
H  1.64752  3.46490  -1.75670
H  2.15477  1.86098  -2.35125
H  1.17294  1.01754  -0.00646
H  0.55057  2.65100  0.17082
C  -3.49854  -0.85796  2.18690
C  -3.82914  -0.05243  3.43140
C  -2.68758  -0.43331  4.36193
O  -1.55309  -0.70714  3.53106
C  -1.98097  -0.79309  2.16594
H  -3.95270  -0.46768  1.27913
H  -3.82736  -1.89290  2.31588
H  -3.78667  1.01635  3.20379
H  -4.81055  -0.27206  3.84872
H  -2.92135  -1.34277  4.92624
H  -2.43799  0.35919  5.06956
H  -1.63123  0.10424  1.64581
H  -1.52928  -1.66620  1.69611
C  -7.98352  -0.08003  -0.39204
C  -7.98836  1.31102  0.22278
C  -7.32985  1.05883  1.56954
O  -6.41602  -0.02850  1.38389
C  -6.66207  -0.63793  0.11060
H  -8.05879  -0.08104  -1.47886
H  -8.81454  -0.66653  0.00835
H  -7.36978  1.98408  -0.37658
H  -8.98148  1.75019  0.31099
H  -8.06634  0.75751  2.32218
H  -6.78854  1.92959  1.94297
H  -5.83749  -0.36858  -0.55909
H  -6.67755  -1.72292  0.22272

---

A molecular structure, C27H38BF3IrN7O2STe at a distorted geometry, computed with ωB97M-V with the def2-TZVPD basis set.

Properties
* ΔE to the lowest compared entry with this formula, charge and spin: 0.00 kcal/mol
* spin multiplicity: 6
* total energy: -72930.9320 eV
* E_LUMO (alpha / beta): -2.79 / -5.66 eV
* charge: +1
* max |F|: 1.13 eV Å⁻¹
* HOMO energy (alpha / beta): -11.0 / -11.2 eV
* gap between HOMO and LUMO (alpha / beta): 8.20 / 5.49 eV

Geometry (Å):
Ir  -0.00631  0.33177  0.15887
C  3.77420  0.51273  -3.11223
C  3.34462  1.39278  -1.93095
C  2.10786  2.20114  -2.28256
C  3.26586  0.53914  -0.69036
C  4.40618  0.19501  0.03526
C  3.98039  -0.68692  1.00330
N  2.66778  -0.86120  0.86498
N  2.19859  -0.10330  -0.16741
B  1.79195  -1.78134  1.73498
N  0.95606  -0.98122  2.73928
C  1.06692  -1.00610  4.07090
C  0.14220  -0.14137  4.59974
C  -0.50840  0.42815  3.50739
N  -0.03054  -0.11489  2.37623
C  -1.64804  1.39771  3.65448
C  -1.81255  2.37773  2.50579
C  -2.95295  0.62383  3.89273
N  0.82412  -2.55573  0.82351
C  0.69949  -3.88108  0.72318
C  -0.33282  -4.16125  -0.15110
C  -0.80920  -2.91555  -0.56058
N  -0.09721  -1.94678  0.04136
C  -1.90880  -2.65840  -1.54607
C  -1.46040  -3.06342  -2.95769
C  -3.18325  -3.41589  -1.16077
H  3.89050  1.11909  -4.01562
H  4.72444  0.01549  -2.90999
H  3.02582  -0.26254  -3.30506
H  4.15359  2.09873  -1.73938
H  1.31356  1.53760  -2.62746
H  1.75013  2.76580  -1.42336
H  2.33763  2.90035  -3.09040
H  5.41024  0.54922  -0.14111
H  4.52908  -1.21578  1.76786
H  2.48922  -2.55531  2.32867
H  1.79650  -1.64316  4.55043
H  -0.02932  0.08900  5.63998
H  -1.42444  1.97032  4.55434
H  -2.12420  1.84022  1.61517
H  -2.58915  3.10928  2.74089
H  -0.88896  2.91928  2.29285
H  -3.22434  0.05547  2.99536
H  -2.85456  -0.07911  4.72170
H  -3.76865  1.31566  4.12183
H  1.34603  -4.53912  1.28560
H  -0.68870  -5.13492  -0.45066
H  -2.11632  -1.59078  -1.53996
H  -1.22461  -4.12871  -2.98918
H  -2.25496  -2.86968  -3.68378
H  -0.56236  -2.51997  -3.26604
H  -3.02749  -4.49351  -1.24924
H  -3.48631  -3.21111  -0.13169
H  -4.00396  -3.14184  -1.82879
F  -5.05058  4.29462  -1.08337
C  -3.79394  3.84180  -1.15254
F  -3.02859  4.61853  -0.38126
F  -3.37976  3.99195  -2.42937
C  -3.72216  2.39582  -0.72138
C  -4.86356  1.74926  -0.27045
C  -4.78152  0.43612  0.16618
C  -3.54655  -0.17936  0.16164
N  -2.44660  0.43359  -0.27884
C  -2.51267  1.69568  -0.72366
S  -0.94407  2.34153  -1.16806
H  -5.80431  2.28312  -0.24458
H  -5.65813  -0.09493  0.51328
H  -3.41782  -1.18915  0.53448
C  -1.44825  2.29273  -4.58710
Te  -1.14810  0.46170  -3.56165
C  0.41995  -0.12909  -4.87318
H  -1.82579  2.07096  -5.58342
H  -0.49482  2.81378  -4.63861
H  -2.16904  2.88142  -4.02620
H  1.08344  0.71926  -5.02724
H  -0.02735  -0.44797  -5.81532
H  0.96003  -0.95487  -4.41353
O  1.68427  2.25614  3.02118
C  1.67198  2.67729  1.88426
O  1.11803  2.18542  0.79897
H  2.19056  3.62803  1.66289

---

A molecular structure, C34H91N3O18PS13 at a distorted geometry, computed with ωB97M-V with the def2-TZVPD basis set.

Properties
* total energy: -228175.3883 eV
* E_LUMO: -3.78 eV
* charge: +1
* max |F|: 17.87 eV Å⁻¹
* HOMO energy: -8.2 eV
* gap between HOMO and LUMO: 4.44 eV

Geometry (Å):
C  0.46973  -7.00082  -0.63633
C  -0.52942  -6.32759  -1.58894
C  0.02841  -5.85696  -2.95174
C  1.51958  -5.54204  -3.03603
C  1.92333  -4.20180  -2.39017
O  2.67418  -3.47976  -3.33958
C  2.82202  -4.48657  -1.15257
N  2.81337  -3.45610  -0.00771
S  2.63492  -4.32286  1.58871
C  1.75243  -2.38202  -0.16627
O  2.31715  -1.53635  -1.13321
N  1.91404  -0.08813  -0.99217
O  1.63073  0.32609  -2.01595
P  1.35441  -1.69414  1.61200
C  2.91006  -0.79524  1.95074
O  0.21079  -0.56203  1.39617
C  0.53300  -3.10331  -0.77430
O  -0.52838  -2.15649  -0.83989
C  -1.64828  -2.54027  -0.30237
N  -2.62625  -2.89483  0.18802
O  0.79746  -3.39803  -2.09802
H  0.94155  -6.24863  0.00450
H  -0.07500  -7.65028  0.04427
H  1.21802  -7.61545  -1.13914
H  -1.32099  -7.04989  -1.77948
H  -1.02656  -5.51998  -1.04890
H  -0.17127  -6.64037  -3.68512
H  -0.54257  -4.98978  -3.27788
H  2.14348  -6.34955  -2.65421
H  1.78053  -5.43794  -4.09033
H  3.19088  -2.80522  -2.88294
H  3.84173  -4.51785  -1.53546
H  2.63091  -5.45306  -0.70143
H  3.73456  -3.02477  0.06195
H  3.80388  -4.97469  1.39915
H  2.79453  0.26236  1.71583
H  3.75589  -1.19729  1.39172
H  3.06594  -0.88381  3.02238
H  0.59293  0.28843  1.13774
H  0.24082  -3.97333  -0.17510
C  -4.59450  -6.87697  1.84567
S  -2.81231  -6.84210  1.94034
O  -2.29137  -7.24241  0.59841
C  -2.62065  -8.27306  3.00954
H  -4.91058  -6.07072  1.18880
H  -4.92538  -7.83540  1.44535
H  -5.01538  -6.70607  2.83577
H  -3.07058  -9.14351  2.53241
H  -3.09735  -8.07140  3.96854
H  -1.55562  -8.44100  3.15738
C  -1.23358  0.03418  5.08210
S  0.50509  0.26582  5.39375
O  1.23879  -0.34080  4.23119
C  0.62277  -0.88745  6.75669
H  -1.51307  0.66886  4.24449
H  -1.41764  -1.01189  4.83075
H  -1.80637  0.33154  5.96276
H  0.28850  -1.87222  6.42736
H  -0.00056  -0.52457  7.57661
H  1.66156  -0.93943  7.07860
C  -6.83643  -2.17875  2.08417
S  -7.47688  -3.49675  1.04585
O  -6.99778  -4.77618  1.63622
C  -6.41837  -3.15443  -0.36482
H  -7.33844  -2.24439  3.04707
H  -5.76201  -2.31042  2.21387
H  -7.05421  -1.21619  1.62165
H  -5.37329  -3.21472  -0.05752
H  -6.64834  -2.16381  -0.75697
H  -6.62787  -3.90593  -1.12332
C  5.04106  0.73595  -1.93069
S  6.08544  0.78323  -0.47933
O  5.26371  1.42181  0.59076
C  7.23714  2.01392  -1.08761
H  4.24285  0.03614  -1.71401
H  4.62450  1.72483  -2.12242
H  5.60002  0.38820  -2.80271
H  6.69215  2.91938  -1.34575
H  7.75924  1.61793  -1.95834
H  7.94987  2.22223  -0.29246
C  -4.33242  2.12737  8.77987
S  -3.75442  2.88140  7.25787
O  -3.23726  1.76535  6.40753
C  -2.32077  3.68176  7.97627
H  -5.21816  1.54121  8.53963
H  -3.55538  1.47348  9.17888
H  -4.58891  2.91612  9.48791
H  -1.68574  2.92813  8.44326
H  -2.65513  4.41810  8.70639
H  -1.78334  4.18102  7.17276
C  2.49938  -0.54853  -4.57377
S  2.97286  0.71223  -5.75978
O  4.25992  1.27344  -5.25096
C  1.69539  1.88499  -5.30796
H  3.20511  -1.37102  -4.64717
H  2.53093  -0.11181  -3.57798
H  1.49630  -0.91002  -4.79873
H  1.77504  2.11683  -4.24378
H  0.71500  1.46702  -5.53728
H  1.85019  2.79010  -5.89398
C  -0.85854  -2.76527  9.48740
S  -2.20435  -1.70896  10.03653
O  -1.97210  -0.37055  9.42356
C  -1.67063  -1.60790  11.74743
H  -0.97402  -2.92598  8.41771
H  0.09404  -2.27414  9.68829
H  -0.91060  -3.72147  10.00761
H  -0.66345  -1.19367  11.78996
H  -1.69842  -2.60220  12.19253
H  -2.36316  -0.95278  12.27148
C  4.73562  5.43230  -6.08145
S  3.48221  4.85448  -7.22541
O  3.42517  5.82737  -8.34739
C  2.07573  5.17284  -6.15602
H  5.69944  5.34498  -6.58066
H  4.53869  6.47278  -5.82625
H  4.71552  4.81491  -5.18486
H  2.05770  6.22691  -5.88212
H  2.15404  4.55723  -5.26278
H  1.17268  4.91781  -6.70942
C  -7.83312  4.22815  8.64319
S  -6.91938  5.08744  7.35594
O  -5.65818  5.57242  7.97990
C  -8.02502  6.49797  7.24892
H  -7.28062  3.32491  8.89409
H  -7.91374  4.86994  9.52045
H  -8.82135  3.96067  8.26937
H  -8.09213  6.98073  8.22360
H  -9.00693  6.16237  6.91566
H  -7.60698  7.18962  6.52086
C  4.49901  4.82280  -0.93272
S  3.24366  4.27524  -2.09158
O  3.20320  5.26917  -3.19787
C  1.83765  4.60265  -1.02613
H  5.46294  4.74662  -1.43077
H  4.30752  5.86042  -0.66045
H  4.48640  4.17889  -0.05159
H  1.83520  5.65581  -0.74717
H  1.90200  3.96997  -0.14016
H  0.93490  4.36664  -1.58639
C  -0.46107  5.08143  -9.34878
S  -2.16889  5.30305  -8.85113
O  -2.19960  5.13593  -7.37260
C  -2.77666  3.76742  -9.55918
H  0.11143  5.92325  -8.96365
H  -0.08416  4.15215  -8.92016
H  -0.38660  5.05755  -10.43562
H  -2.22910  2.92911  -9.12851
H  -2.65201  3.79351  -10.64160
H  -3.83333  3.68620  -9.31358
C  4.80779  2.03590  -10.08055
S  3.40817  2.24666  -8.97495
O  2.17784  1.99875  -9.76967
C  3.57184  4.02766  -8.79668
H  4.85717  0.98427  -10.35454
H  4.65778  2.64511  -10.97165
H  5.72261  2.32514  -9.56355
H  3.50866  4.49796  -9.77775
H  4.52488  4.25546  -8.31871
H  2.75223  4.37565  -8.16932